{"formula": "C23H25N2OSZr", "method": "the ωB97M-V functional and the def2-TZVPD basis", "gap_ev": 6.658, "total_charge": 1, "total_energy_ev": -41394.5787, "e_lumo_ev": -5.325, "species": ["C", "C", "C", "H", "C", "C", "H", "C", "C", "C", "H", "C", "C", "H", "H", "H", "H", "H", "H", "Zr", "C", "C", "C", "H", "H", "H", "H", "H", "H", "C", "C", "H", "H", "O", "N", "C", "H", "C", "C", "H", "C", "H", "C", "H", "C", "H", "C", "H", "H", "H", "S", "C", "N"], "coordinates": [[2.30, 0.06, 2.87], [2.26, -0.67, 1.64], [1.87, 0.22, 0.60], [2.58, -1.69, 1.46], [1.61, 1.50, 1.19], [1.92, 1.42, 2.57], [1.39, 2.40, 0.61], [-1.39, -1.70, 3.30], [-0.21, -2.33, 2.79], [-0.26, -2.26, 1.36], [0.55, -2.84, 3.38], [-1.45, -1.56, 0.98], [-2.12, -1.15, 2.19], [1.88, 0.03, -0.47], [1.95, 2.27, 3.24], [2.66, -0.29, 3.83], [-3.11, -0.69, 2.20], [0.40, -2.79, 0.65], [-1.71, -1.68, 4.34], [0.02, 0.01, 2.36], [-2.00, -1.35, -0.42], [-3.51, -1.59, -0.43], [-1.31, -2.27, -1.44], [-3.73, -2.61, -0.10], [-3.91, -1.46, -1.44], [-4.03, -0.89, 0.23], [-1.48, -3.32, -1.18], [-0.23, -2.08, -1.48], [-1.73, -2.10, -2.44], [-1.66, 0.12, -0.79], [-2.20, 0.65, -2.12], [-0.56, 0.24, -0.79], [-2.05, 0.81, -0.01], [-3.13, 0.14, -2.77], [-1.59, 1.77, -2.60], [-0.43, 2.46, -2.04], [-2.00, 2.15, -3.45], [0.90, 1.88, -2.50], [2.09, 2.52, -2.12], [2.02, 3.44, -1.52], [3.33, 2.00, -2.50], [4.24, 2.51, -2.18], [3.38, 0.85, -3.29], [4.35, 0.45, -3.61], [2.20, 0.21, -3.69], [2.23, -0.69, -4.31], [0.96, 0.73, -3.30], [0.03, 0.25, -3.63], [-0.47, 2.45, -0.93], [-0.48, 3.51, -2.35], [-0.36, 1.04, 4.74], [-0.07, 0.22, 6.15], [0.09, -0.29, 7.21]]}